Record 1
Computed, not measured: the molecule C2H5N3, with ωB97M-V with the def2-TZVPD basis set.

HOMO energy = -9.62 eV
Relative energy (zero: lowest compared OMol25 entry of this formula, charge and spin) = 0.1313 eV
Maximum force = 0.02512 hartree/bohr
SMILES = [H]/N=C\N/C=N\[H]
Kohn-Sham gap = 10.6 eV
LUMO energy = 1.0 eV

Geometry (Å):
H -2.37 -1.10 -0.08
N -2.39 -0.09 -0.03
C -1.23 0.42 0.02
N 0.01 -0.22 0.04
C 1.23 0.42 -0.01
N 2.39 -0.09 -0.02
H 2.37 -1.10 0.00
H -1.12 1.53 0.08
H -0.01 -1.25 0.07
H 1.12 1.50 -0.07

These are the Löwdin partial charges, in e, on atoms 1 to 5: 0.0335 0.0787 -0.3110 0.0173 -0.3220

Record 2
Computed, not measured: a cluster of 6 separate species, C43H97N5O in total, with ωB97M-V with the def2-TZVPD basis set.

HOMO energy = -15.05 eV
Relative energy (zero: lowest compared OMol25 entry of this formula, charge and spin) = 4.6759 eV
Maximum force = 0.07734 hartree/bohr
Total charge = +4
Kohn-Sham gap = 7.4 eV
LUMO energy = -7.7 eV

Geometry (Å):
C 3.53 -1.24 -0.07
C 2.02 -1.15 -0.36
C 1.39 -1.27 0.95
O 1.52 -0.25 -1.31
H 3.99 -1.49 -1.02
H 3.88 -1.86 0.76
H 3.84 -0.21 0.11
H 1.85 -2.14 -0.78
H 0.30 -1.22 0.96
H 1.60 -0.52 1.71
H 1.47 -2.19 1.53
C -2.34 2.48 1.68
C -1.53 2.89 0.48
C -0.02 2.56 0.65
N 1.00 3.42 -0.13
C 2.45 2.97 0.39
C 0.72 4.92 0.12
C 0.23 5.54 -1.13
C 0.86 4.61 -2.15
C 0.75 3.20 -1.60
H -3.40 2.75 1.65
H -1.86 2.96 2.54
H -2.31 1.41 1.88
H -1.65 3.95 0.22
H -1.97 2.29 -0.32
H 0.16 1.53 0.35
H 0.34 2.60 1.68
H 3.19 3.58 -0.13
H 2.54 1.92 0.12
H 2.41 3.28 1.43
H 1.67 5.39 0.40
H 0.16 5.14 1.03
H 0.30 6.60 -1.35
H -0.83 5.31 -1.04
H 1.92 4.83 -2.18
H 0.31 4.78 -3.08
H 1.54 2.51 -1.90
H -0.19 2.67 -1.74
C -2.37 1.07 -5.03
C -2.30 -0.35 -4.45
C -0.82 -0.78 -4.35
N -0.57 -2.27 -3.83
C -1.10 -2.62 -2.45
C 0.93 -2.71 -3.93
C 1.08 -4.14 -4.51
C -0.38 -4.52 -4.82
C -1.15 -3.22 -4.92
H -1.92 1.24 -6.00
H -2.13 1.77 -4.23
H -3.42 1.32 -5.18
H -2.82 -1.04 -5.11
H -2.87 -0.29 -3.52
H -0.27 -0.06 -3.75
H -0.29 -0.92 -5.29
H -0.78 -1.85 -1.75
H -0.94 -3.64 -2.13
H -2.19 -2.52 -2.51
H 1.33 -2.63 -2.91
H 1.40 -1.99 -4.60
H 1.70 -4.76 -3.86
H 1.56 -4.11 -5.49
H -0.92 -5.09 -4.07
H -0.42 -5.17 -5.69
H -2.22 -3.36 -4.83
H -0.93 -2.88 -5.94
C 7.91 -0.72 -4.21
C 7.03 0.53 -3.93
C 5.50 0.20 -4.38
N 4.40 1.28 -3.91
C 3.01 0.90 -4.35
C 4.45 1.48 -2.32
C 5.41 2.67 -2.03
C 5.08 3.64 -3.19
C 4.70 2.78 -4.42
H 8.26 -0.74 -5.25
H 7.57 -1.73 -3.99
H 8.82 -0.59 -3.63
H 7.46 1.42 -4.39
H 7.14 0.71 -2.86
H 5.15 -0.75 -3.98
H 5.29 0.09 -5.44
H 2.79 -0.11 -4.00
H 3.14 0.85 -5.43
H 2.24 1.60 -4.03
H 3.40 1.55 -2.05
H 4.91 0.57 -1.93
H 5.28 3.15 -1.06
H 6.42 2.28 -2.08
H 4.15 4.16 -2.98
H 5.90 4.34 -3.40
H 3.83 3.24 -4.87
H 5.48 2.74 -5.18
C 1.13 -2.48 9.29
C 0.61 -1.94 7.95
C 0.16 -0.49 8.01
N -0.05 0.33 6.69
C -0.74 1.67 7.06
C -0.97 -0.49 5.68
C -0.76 0.23 4.41
C 0.73 0.63 4.39
C 1.26 0.63 5.84
H 0.28 -2.42 9.97
H 1.93 -1.84 9.67
H 1.48 -3.50 9.23
H -0.26 -2.57 7.77
H 1.36 -2.06 7.17
H 0.79 0.00 8.77
H -0.79 -0.64 8.51
H -0.79 2.23 6.12
H -0.22 2.20 7.86
H -1.77 1.40 7.30
H -1.98 -0.44 6.09
H -0.62 -1.52 5.63
H -1.34 1.15 4.30
H -1.07 -0.42 3.60
H 0.75 1.65 3.99
H 1.30 0.06 3.65
H 1.68 1.57 6.21
H 1.94 -0.20 6.02
C -8.90 -0.66 1.93
C -7.80 -1.68 2.00
C -6.68 -1.38 0.91
N -5.50 -2.40 0.88
C -6.01 -3.73 0.24
C -4.79 -2.71 2.19
C -3.29 -2.65 1.91
C -3.13 -1.56 0.85
C -4.33 -1.94 -0.05
H -9.87 -0.99 2.29
H -9.05 -0.29 0.92
H -8.79 0.27 2.49
H -8.21 -2.69 1.98
H -7.35 -1.47 2.97
H -6.27 -0.39 1.10
H -7.04 -1.39 -0.12
H -6.27 -3.54 -0.80
H -6.90 -4.08 0.77
H -5.26 -4.51 0.33
H -5.19 -3.66 2.55
H -5.15 -1.90 2.82
H -2.89 -3.60 1.57
H -2.81 -2.31 2.83
H -2.18 -1.56 0.32
H -3.20 -0.58 1.32
H -4.18 -2.79 -0.71
H -4.67 -1.05 -0.59

These are the Löwdin partial charges, in e, on atoms 1 to 5: -0.0644 -0.6760 -0.1239 -0.3153 0.0638

Record 3
Computed, not measured: a cluster of 9 separate species, C41H76F2O13 in total, with ωB97M-V with the def2-TZVPD basis set.

HOMO energy = -9.12 eV
Relative energy (zero: lowest compared OMol25 entry of this formula, charge and spin) = 0.0000 eV
Maximum force = 0.13569 hartree/bohr
SMILES = COCCCC[C@@]1(F)C[C@](CCCF)(CCCOC(C)=O)C(=O)O1.CC(C)=O.CC(C)=O.CC(C)=O.CC(C)=O.CC(C)=O.CC(C)=O.CC(C)=O.CC(C)=O
Kohn-Sham gap = 9.5 eV
LUMO energy = 0.4 eV

Geometry (Å):
C 2.79 0.16 -1.40
O 1.39 0.37 -1.48
C 0.94 1.50 -0.76
C 0.25 2.50 -1.66
C -1.20 2.12 -1.93
C -1.81 2.73 -3.18
C -3.20 3.26 -3.02
F -3.79 3.26 -4.31
C -4.22 2.55 -2.16
C -5.21 3.67 -1.81
C -5.29 4.01 -0.30
C -5.14 2.86 0.67
C -3.71 2.43 0.94
F -3.34 2.81 2.24
C -6.58 3.47 -2.45
C -7.34 2.28 -1.89
C -8.58 2.03 -2.69
O -9.41 1.00 -2.16
C -8.96 -0.28 -2.38
C -8.47 -0.95 -1.16
O -9.01 -0.84 -3.52
C -4.56 4.89 -2.42
O -5.05 6.08 -2.63
O -3.22 4.61 -2.63
H 3.27 0.58 -2.27
H 3.20 0.60 -0.50
H 3.00 -0.89 -1.36
H 0.21 1.16 -0.03
H 1.76 1.97 -0.25
H 0.80 2.61 -2.58
H 0.24 3.45 -1.12
H -1.25 1.04 -1.98
H -1.76 2.42 -1.06
H -1.17 3.52 -3.55
H -1.88 2.00 -3.97
H -4.67 1.83 -2.83
H -3.86 1.94 -1.35
H -4.58 4.78 -0.04
H -6.27 4.46 -0.16
H -5.53 3.18 1.63
H -5.74 2.01 0.38
H -3.58 1.36 0.86
H -3.01 2.90 0.26
H -7.15 4.37 -2.31
H -6.41 3.34 -3.51
H -7.64 2.49 -0.87
H -6.69 1.41 -1.92
H -9.20 2.91 -2.70
H -8.34 1.78 -3.72
H -8.41 -2.01 -1.36
H -7.48 -0.60 -0.91
H -9.12 -0.76 -0.32
C 1.49 -0.80 2.89
C 1.87 0.65 3.08
C 2.56 1.04 4.35
O 1.57 1.44 2.21
H 0.99 -0.91 1.93
H 2.37 -1.45 2.90
H 0.81 -1.12 3.69
H 3.51 0.50 4.43
H 1.94 0.77 5.21
H 2.75 2.11 4.33
C 2.24 5.77 2.23
C 3.31 4.86 2.79
C 4.55 4.69 1.95
O 3.17 4.30 3.84
H 1.40 5.81 2.92
H 2.63 6.78 2.09
H 1.90 5.40 1.27
H 5.04 5.66 1.80
H 4.30 4.28 0.97
H 5.24 4.01 2.45
C 2.77 -4.45 -3.13
C 4.03 -4.01 -2.42
C 5.31 -4.71 -2.81
O 4.00 -3.15 -1.58
H 1.93 -3.87 -2.77
H 2.88 -4.29 -4.21
H 2.60 -5.51 -2.96
H 5.48 -4.57 -3.88
H 5.23 -5.78 -2.61
H 6.14 -4.31 -2.25
C 9.08 1.74 0.42
C 8.20 2.78 1.07
C 8.83 3.60 2.17
O 7.06 2.95 0.72
H 8.52 1.22 -0.35
H 9.96 2.21 -0.02
H 9.42 1.02 1.17
H 9.70 4.14 1.79
H 9.16 2.95 2.98
H 8.10 4.31 2.55
C 7.55 -8.26 0.40
C 7.66 -6.79 0.07
C 8.37 -5.92 1.06
O 7.19 -6.34 -0.95
H 7.02 -8.78 -0.40
H 8.55 -8.69 0.50
H 7.02 -8.39 1.34
H 9.40 -6.28 1.19
H 7.87 -5.97 2.03
H 8.38 -4.90 0.71
C -1.70 0.70 4.00
C -1.40 0.40 5.44
C -2.28 1.07 6.47
O -0.51 -0.35 5.76
H -1.01 0.15 3.36
H -2.72 0.40 3.75
H -1.60 1.77 3.81
H -3.32 0.79 6.32
H -2.20 2.16 6.37
H -1.96 0.78 7.47
C -6.70 -2.70 -4.91
C -5.85 -2.96 -3.69
C -4.74 -3.98 -3.83
O -6.04 -2.39 -2.64
H -7.45 -1.96 -4.66
H -6.07 -2.34 -5.73
H -7.19 -3.62 -5.23
H -4.05 -3.66 -4.61
H -5.16 -4.94 -4.11
H -4.21 -4.07 -2.88
C 2.07 -5.16 0.92
C 2.38 -5.52 2.35
C 1.50 -4.91 3.42
O 3.28 -6.27 2.64
H 2.77 -5.66 0.25
H 1.05 -5.45 0.68
H 2.15 -4.08 0.77
H 0.47 -5.20 3.26
H 1.56 -3.82 3.37
H 1.83 -5.24 4.40

These are the Löwdin partial charges, in e, on atoms 1 to 5: -0.0856 -0.1774 -0.2496 -0.1606 -0.1723